14 unconnected molecules or ions with the total composition C5H39NO14S in a non-equilibrium geometry. Source: the OMol25 dataset; level of theory: the ωB97M-V functional and the def2-TZVPD basis.

Each line ends with the Löwdin charge.
Cartesian coordinates (Å):
1 C 1.696 0.177 2.105  -0.174
2 C 2.064 -1.164 2.612  -0.262
3 O 2.292 -1.998 1.463  -0.106
4 C 0.744 0.179 0.811  -0.191
5 N -0.671 0.028 1.165  -0.073
6 C -1.642 0.369 0.040  -0.281
7 C -2.833 1.035 0.683  -0.531
8 S -3.604 2.091 -0.611  0.767
9 H 2.601 0.625 1.694  0.105
10 H 1.235 0.971 2.807  0.119
11 H 3.132 -1.074 2.998  0.130
12 H 1.405 -1.640 3.393  0.122
13 H 1.617 -2.400 0.953  -0.024
14 H 0.861 1.266 0.575  0.089
15 H 1.085 -0.605 -0.050  0.143
16 H -0.884 -0.990 1.174  0.074
17 H -1.260 0.868 -0.855  0.078
18 H -1.960 -0.596 -0.511  0.129
19 H -2.757 1.452 1.740  0.063
20 H -3.700 0.323 0.850  0.072
21 H -2.932 3.128 -0.612  -0.248
22 H 0.124 -3.811 -2.990  0.106
23 H 0.166 -2.363 -2.886  0.022
24 O -0.273 -3.094 -2.436  -0.045
25 H 3.959 0.960 -3.451  0.114
26 H 3.634 -0.350 -2.508  -0.022
27 O 3.843 -0.050 -3.366  -0.065
28 H -2.891 0.631 3.422  -0.038
29 H -3.360 -0.647 2.874  0.000
30 O -3.418 -0.129 3.667  -0.038
31 H -0.077 2.899 2.451  0.051
32 H -0.307 4.453 1.794  0.105
33 O 0.255 3.620 1.819  -0.107
34 H -3.006 -2.916 -1.336  0.046
35 H -2.195 -4.027 -0.823  0.008
36 O -2.903 -3.484 -0.585  -0.013
37 H -1.164 0.898 3.020  0.062
38 H -1.570 1.732 4.237  0.072
39 O -1.467 1.825 3.286  -0.106
40 H 1.399 3.629 -2.048  -0.029
41 H 2.943 3.537 -2.429  0.057
42 O 2.042 3.719 -2.780  -0.099
43 H -0.082 2.621 -2.584  -0.019
44 H 0.769 2.422 -3.825  0.016
45 O 0.050 2.054 -3.324  -0.045
46 H 0.979 -0.232 -3.776  0.070
47 H 2.393 -0.696 -3.841  0.057
48 O 1.498 -1.024 -3.431  -0.155
49 H 1.907 -1.720 -1.558  -0.010
50 H 3.154 -2.590 -1.970  0.141
51 O 2.869 -1.707 -1.479  -0.101
52 H 0.151 -3.280 -0.912  -0.007
53 H -0.450 -2.963 0.491  0.015
54 O 0.396 -3.075 0.020  -0.073
55 H 0.959 3.446 0.244  0.071
56 H -0.300 3.235 -0.450  -0.010
57 O 0.527 3.563 -0.667  -0.068
58 H -2.241 -2.816 2.611  0.014
59 H -2.769 -3.439 1.377  0.067
60 O -2.032 -2.877 1.719  -0.045

- LUMO level (eV) = 0.066
- net charge = 0
- gap between HOMO and LUMO (eV) = 9.273

---

5 unconnected molecules or ions with the total composition C2H13NO5 in a non-equilibrium geometry. Source: the OMol25 dataset; level of theory: the ωB97M-V functional and the def2-TZVPD basis.

Each line ends with the Löwdin charge.
Cartesian coordinates (Å):
1 C -0.336 1.855 3.110  -0.078
2 N 0.009 1.451 1.686  -0.016
3 C 0.154 2.604 0.902  -0.304
4 O -0.664 3.478 1.181  -0.004
5 H -1.166 2.525 3.299  0.075
6 H 0.590 2.083 3.525  0.053
7 H -0.694 1.004 3.787  0.096
8 H 0.591 0.663 1.766  0.082
9 H 0.701 2.625 -0.013  0.117
10 O 0.058 -1.867 0.019  0.000
11 H 0.399 -2.742 -0.041  0.051
12 H -0.280 -1.819 0.859  0.010
13 O -2.237 -3.777 -2.369  -0.087
14 H -2.935 -3.643 -3.069  0.066
15 H -1.707 -2.969 -2.495  0.016
16 O 3.291 0.245 -2.469  -0.115
17 H 2.487 0.180 -1.884  0.035
18 H 3.182 -0.470 -3.184  0.074
19 O -0.704 -0.253 -1.771  -0.078
20 H -0.417 -0.052 -0.875  -0.004
21 H -0.324 -1.122 -1.964  0.011

- LUMO level (eV) = 0.015
- net charge = 0
- gap between HOMO and LUMO (eV) = 10.059

---

A gas-phase ion, C4H6F3O (charge +1) in a non-equilibrium geometry. Source: the OMol25 dataset; level of theory: the ωB97M-V functional and the def2-TZVPD basis.

Each line ends with the Löwdin charge.
Cartesian coordinates (Å):
1 C -0.147 0.680 -0.278  0.079
2 C 1.880 -0.906 0.398  -0.015
3 C 1.322 0.473 -0.274  -0.079
4 C -2.377 -0.114 0.121  -0.533
5 O -0.982 -0.245 0.068  0.214
6 F -2.778 0.185 1.316  0.271
7 F -2.936 -1.113 -0.418  0.312
8 F -2.793 1.141 -0.712  0.014
9 H -0.452 1.591 -0.589  0.132
10 H 1.104 -1.647 0.777  0.106
11 H 2.473 -0.721 1.222  0.044
12 H 2.525 -1.405 -0.342  0.090
13 H 1.788 1.414 0.145  0.167
14 H 1.373 0.665 -1.432  0.200

- LUMO level (eV) = -6.546
- net charge = +1
- gap between HOMO and LUMO (eV) = 11.148